No. 1
A single C4H5NO2 molecule, computed with the ωB97M-V functional and the def2-TZVPD basis.

Properties
* ΔE to the lowest compared entry with this formula, charge and spin: 127.3 kcal per mole
* E_tot: -9808.795 eV
* frontier orbital gap: 9.57 eV

Positions of all 12 atoms, in Å:
O: 1.057 1.204 -0.683
O: -0.592 -2.610 0.373
N: 1.660 -0.217 -0.534
C: -0.862 -0.645 -0.930
C: 0.848 1.799 0.613
C: 0.429 -0.293 -0.797
C: -1.301 -1.875 -0.291
H: 0.096 1.231 1.164
H: 0.490 2.809 0.409
H: 1.803 1.810 1.141
H: -2.373 -2.111 -0.454
H: -1.513 -0.048 -1.557

No. 2
2 unconnected molecules or ions with the total composition C4H11NOS, computed with the ωB97M-V functional and the def2-TZVPD basis.

Properties
* ΔE to the lowest compared entry with this formula, charge and spin: 92.4 kcal per mole
* E_tot: -18695.912 eV
* frontier orbital gap: 7.76 eV

Positions of all 18 atoms, in Å:
S: 1.548 -0.982 1.336
O: -2.196 -1.675 0.910
N: -0.861 -0.502 -0.675
C: -1.787 -0.376 0.430
C: -0.406 0.873 -1.069
C: 1.941 0.226 0.023
C: 0.829 1.321 -0.203
H: -0.256 0.831 -2.142
H: -1.183 1.635 -0.870
H: -1.321 0.097 1.330
H: -2.750 0.063 0.160
H: 2.192 -0.313 -0.924
H: -0.083 -1.006 -0.279
H: 0.630 1.630 0.848
H: 0.991 -2.644 0.416
H: -1.359 -2.132 1.048
H: 1.222 2.221 -0.666
H: 2.851 0.735 0.328

No. 3
A molecular structure, C26H30BBr4F4N4O2PdSe2, computed with the ωB97M-V functional and the def2-TZVPD basis.

Properties
* multiplicity: 5
* ΔE to the lowest compared entry with this formula, charge and spin: 0.0 kcal per mole
* total charge: +1
* E_tot: -463393.424 eV
* frontier orbital gap (spin up / spin down): 7.95 / 4.99 eV

Positions of all 74 atoms, in Å:
Pd: -0.361 0.209 -1.867
Br: -2.959 4.405 -3.338
Br: -3.571 6.343 -0.699
Br: -2.337 5.521 2.234
Br: -0.436 2.800 2.517
Se: 0.201 -1.973 -0.798
Se: 1.764 0.847 -3.156
F: -2.587 -0.386 -1.234
F: -2.431 -2.608 -1.796
F: -1.868 -1.014 -3.345
F: -4.086 -1.311 -2.740
O: -1.265 2.081 -2.521
O: -0.151 1.480 -0.144
N: 0.622 3.038 -4.652
N: -0.969 -1.581 1.798
N: 0.983 -0.602 1.597
N: 0.094 1.119 -5.485
C: -0.695 -0.976 3.017
C: -0.908 2.497 -0.233
C: 0.052 -1.335 0.979
C: -1.447 -0.890 4.186
C: -2.290 4.013 -1.630
C: 1.117 0.345 3.948
C: -0.035 -0.320 -5.689
C: 0.380 0.421 5.110
C: -1.500 2.830 -1.526
C: 1.104 4.075 -3.753
C: 0.549 -0.370 2.897
C: 3.262 -1.283 0.889
C: -2.150 -3.741 2.207
C: -0.884 -0.184 5.227
C: -0.179 3.278 -5.743
C: 3.737 -1.851 2.224
C: 4.645 -0.896 2.992
C: 0.789 1.713 -4.504
C: -2.164 -2.387 1.510
C: -1.056 -4.705 1.738
C: 2.249 -0.152 1.012
C: -0.510 2.077 -6.265
C: -1.977 4.446 0.747
C: 0.310 -4.494 2.391
C: -1.191 3.331 0.881
C: -2.527 4.799 -0.535
B: -2.813 -1.346 -2.297
H: -2.422 -1.347 4.273
H: 5.496 -0.593 2.380
H: 2.827 -2.083 0.277
H: 4.126 0.010 3.306
H: -2.228 -2.504 0.429
H: 0.780 0.966 5.954
H: 4.115 -0.901 0.322
H: -3.131 -4.181 2.015
H: -0.897 -0.699 -5.141
H: 2.016 0.295 0.045
H: 2.078 0.830 3.860
H: 4.275 -2.780 2.031
H: 1.448 4.920 -4.344
H: 0.223 -4.488 3.479
H: 0.297 4.392 -3.093
H: 0.789 -3.558 2.096
H: 1.926 3.680 -3.164
H: -0.446 4.275 -6.044
H: -3.024 -1.789 1.814
H: 2.613 0.653 1.648
H: 2.874 -2.128 2.839
H: -1.384 -5.720 1.964
H: 5.036 -1.370 3.892
H: 0.994 -5.299 2.121
H: -0.971 -4.656 0.648
H: -2.082 -3.607 3.291
H: 0.870 -0.807 -5.340
H: -1.120 1.820 -7.111
H: -0.162 -0.505 -6.753
H: -1.426 -0.089 6.157

No. 4
A molecular structure, C3H8O, computed with the ωB97M-V functional and the def2-TZVPD basis.

Properties
* ΔE to the lowest compared entry with this formula, charge and spin: 71.0 kcal per mole
* E_tot: -5285.071 eV
* frontier orbital gap: 10.50 eV

Positions of all 12 atoms, in Å:
O: -0.167 1.214 0.063
C: -2.052 -1.118 0.130
C: 1.750 -0.357 0.177
C: 0.875 0.729 -0.388
H: 1.410 1.115 -1.275
H: 2.586 -0.847 -0.292
H: -1.678 -1.176 -0.904
H: -1.342 -1.833 0.598
H: 0.673 -0.550 -0.346
H: -1.996 -0.177 0.683
H: 1.766 -0.398 1.271
H: -3.132 -1.351 0.198

No. 5
A single C3H4ClN3 molecule, computed with the ωB97M-V functional and the def2-TZVPD basis.

Properties
* ΔE to the lowest compared entry with this formula, charge and spin: 138.3 kcal per mole
* E_tot: -20162.560 eV
* frontier orbital gap (spin up / spin down): 6.70 / 6.37 eV

Positions of all 11 atoms, in Å:
Cl: -4.490 -0.461 0.039
N: -0.893 1.080 0.043
N: 0.058 0.244 -0.083
N: 1.663 -1.439 0.006
C: -2.762 -0.416 -0.204
C: 0.863 -0.509 0.465
C: -2.251 0.799 0.144
H: -0.650 2.055 -0.147
H: -2.804 1.705 0.389
H: 1.585 -1.832 -0.925
H: 2.286 -1.895 0.650

No. 6
A molecular structure, C8H19F6N12OPPtSb, computed with the ωB97M-V functional and the def2-TZVPD basis.

Properties
* multiplicity: 6
* ΔE to the lowest compared entry with this formula, charge and spin: 18.9 kcal per mole
* total charge: +2
* E_tot: -63890.036 eV
* frontier orbital gap (spin up / spin down): 9.99 / 5.23 eV

Positions of all 49 atoms, in Å:
Pt: -0.521 0.830 0.066
Sb: -3.496 -0.419 -0.378
P: 2.565 -1.167 0.352
F: -1.533 -1.082 -0.376
F: -5.036 0.599 -0.285
F: -2.739 0.632 1.135
F: -3.750 -1.796 0.851
F: -2.503 1.005 -1.310
F: -3.719 -1.378 -1.947
O: 1.484 -0.312 -0.199
N: -0.282 2.884 0.410
N: -0.036 3.814 -0.487
N: -0.884 4.820 1.230
N: -0.188 -0.279 2.921
N: 3.722 -1.327 -0.876
N: -1.247 2.939 2.658
N: -0.797 -0.087 4.110
N: -1.291 1.096 4.183
N: 3.425 -0.630 1.645
N: 2.075 -2.714 0.742
N: -0.351 4.900 0.106
N: -0.233 0.815 2.227
C: -0.855 3.523 1.483
C: 4.988 -1.987 -0.650
C: 0.764 -3.199 0.348
C: -0.954 1.683 3.006
C: 3.243 -1.124 3.006
C: 3.006 -3.725 1.206
C: 3.334 -1.138 -2.263
C: 4.175 0.612 1.470
H: 3.750 1.412 2.080
H: 5.723 -1.617 -1.367
H: -1.817 3.490 3.298
H: 0.836 -4.053 -0.329
H: 0.227 -3.535 1.241
H: 3.925 -3.286 1.585
H: 5.351 -1.804 0.359
H: 4.114 -1.691 3.345
H: 4.143 0.932 0.428
H: 5.216 0.480 1.770
H: 0.180 -2.413 -0.113
H: 3.240 -4.441 0.411
H: 3.853 -0.259 -2.664
H: 2.267 -0.955 -2.344
H: 4.904 -3.069 -0.815
H: 2.537 -4.295 2.011
H: 3.123 -0.286 3.694
H: 3.632 -1.997 -2.867
H: 2.357 -1.748 3.082

> Look up the ΔE to the lowest compared entry with this formula, charge and spin of the first one.

127.3 kcal per mole

> Which formula does entry 1 have?

C4H5NO2

> Which value of ΔE to the lowest compared entry with this formula, charge and spin does entry 5 give?

138.3 kcal per mole

> Look up the ΔE to the lowest compared entry with this formula, charge and spin of the sixth one.

18.9 kcal per mole